Here is a 5-piece molecular cluster, C63H50O10Si2 overall in a non-equilibrium geometry from the OMol25 dataset. Energies are from ωB97M-V/def2-TZVPD.

```
! wB97M-V def2-TZVPD RIJCOSX def2/J DEFGRID3
* xyz 0 1
O -0.7666 1.2757 4.4067
C -0.1029 1.7092 3.4731
C 1.3125 2.0826 3.6709
C 1.9033 1.9192 4.9307
C 3.2507 2.2321 5.1155
C 4.0108 2.7062 4.0466
C 3.4196 2.8864 2.7950
C 2.0662 2.5799 2.6084
C 1.4449 2.7906 1.2857
O 2.0927 3.2789 0.3670
C 0.0361 2.3990 1.0826
C -0.5528 2.5611 -0.1785
C -1.8737 2.1625 -0.3889
C -2.6083 1.6020 0.6557
C -2.0279 1.4530 1.9171
C -0.7040 1.8574 2.1326
H 1.3176 1.5444 5.7683
H 3.7091 2.1003 6.0931
H 5.0641 2.9380 4.1875
H 4.0178 3.2618 1.9665
H 0.0162 2.9933 -1.0000
H -2.3279 2.2854 -1.3697
H -3.6348 1.2825 0.4892
H -2.6095 1.0174 2.7281
O 0.9700 1.5955 -3.3870
C 1.7840 0.8941 -3.9748
C 1.3351 -0.0929 -4.9780
C -0.0295 -0.2108 -5.2725
C -0.4576 -1.1127 -6.2477
C 0.4721 -1.8962 -6.9309
C 1.8304 -1.7929 -6.6266
C 2.2621 -0.8939 -5.6438
C 3.6989 -0.8042 -5.3159
O 4.5070 -1.5467 -5.8618
C 4.1498 0.1957 -4.3279
C 5.5151 0.3140 -4.0360
C 5.9542 1.2791 -3.1285
C 5.0346 2.1270 -2.5119
C 3.6719 2.0012 -2.7906
C 3.2278 1.0295 -3.6969
H -0.7604 0.4014 -4.7472
H -1.5171 -1.1999 -6.4784
H 0.1396 -2.5900 -7.6999
H 2.5499 -2.4114 -7.1604
H 6.2394 -0.3412 -4.5172
H 7.0151 1.3721 -2.9062
H 5.3777 2.8857 -1.8118
H 2.9601 2.6650 -2.3025
O -1.5286 4.5371 -9.9562
C -2.5154 4.1285 -9.3566
C -3.8504 4.1850 -9.9864
C -3.9831 4.6905 -11.2862
C -5.2349 4.7102 -11.9029
C -6.3543 4.2256 -11.2270
C -6.2272 3.7379 -9.9253
C -4.9737 3.7233 -9.3015
C -4.8518 3.2222 -7.9180
O -5.8472 2.8678 -7.2969
C -3.5152 3.1472 -7.2958
C -3.3838 2.6394 -5.9965
C -2.1206 2.5332 -5.4127
C -0.9880 2.9318 -6.1222
C -1.1183 3.4516 -7.4118
C -2.3856 3.5646 -7.9982
H -3.1128 5.0653 -11.8221
H -5.3355 5.0988 -12.9140
H -7.3278 4.2292 -11.7124
H -7.1064 3.3660 -9.4019
H -4.2629 2.3217 -5.4384
H -2.0201 2.1350 -4.4053
H -0.0025 2.8400 -5.6708
H -0.2293 3.7635 -7.9577
O -1.2263 -2.7135 -1.3260
C -0.6622 -3.8007 -1.3359
C 0.7535 -3.9055 -1.7446
C 1.4593 -2.7496 -2.1026
C 2.8080 -2.8353 -2.4513
C 3.4546 -4.0710 -2.4423
C 2.7485 -5.2262 -2.1029
C 1.3936 -5.1441 -1.7594
C 0.6503 -6.3736 -1.4192
O 1.1983 -7.4679 -1.4854
C -0.7587 -6.2667 -0.9918
C -1.4628 -7.4235 -0.6319
C -2.7847 -7.3287 -0.1943
C -3.4057 -6.0826 -0.1143
C -2.7103 -4.9300 -0.4862
C -1.3851 -5.0228 -0.9312
H 0.9626 -1.7809 -2.1065
H 3.3559 -1.9362 -2.7246
H 4.5089 -4.1360 -2.7018
H 3.2586 -6.1881 -2.1032
H -0.9830 -8.3993 -0.6872
H -3.3284 -8.2275 0.0885
H -4.4329 -6.0077 0.2360
H -3.2036 -3.9613 -0.4238
C -0.4081 -0.2046 12.8280
Si -1.0006 0.4347 11.0801
C -0.1186 2.1754 10.8583
C -2.9529 0.6385 11.0217
O -0.5892 -0.6414 9.7540
C -0.7307 -2.0601 10.1132
C 0.7722 -2.7084 10.3120
Si 1.5771 -2.9466 8.5441
C 1.9855 -1.2709 7.6868
C 3.4416 -0.7698 8.3082
O 4.3656 -0.2412 7.4948
H 0.1599 -1.2223 12.6684
H -1.3656 -0.3321 13.5013
H 0.3060 0.6204 13.3110
H -0.8473 2.9866 10.4222
H 0.8437 1.9970 10.2048
H 0.2739 2.5931 11.8996
H -3.2567 1.5940 10.4060
H -3.4287 0.6197 12.0928
H -3.3757 -0.3202 10.4503
H -1.2125 -2.6060 9.1682
H -1.3971 -2.2746 11.0500
H 0.7108 -3.7777 10.8292
H 1.4985 -2.0117 10.9405
H 2.8726 -3.6460 8.7236
H 0.7787 -3.7982 7.6606
H 2.0055 -1.4637 6.5326
H 1.2192 -0.4079 7.8825
H 3.5566 -0.8792 9.4848
*
```

Its SMILES is O=C1c2ccccc2C(=O)c2ccccc21.O=C1c2ccccc2C(=O)c2ccccc21.O=C1c2ccccc2C(=O)c2ccccc21.O=C1c2ccccc2C(=O)c2ccccc21.C[Si](C)(C)OCC[SiH2]CC=O. The frontier orbital gap comes out at 8.39 eV. The value obtained for the highest occupied orbital energy is -9.56 eV.

Here are the Löwdin charges for atoms 1 to 2, given in e: atom 1 (O): 0.0932, atom 2 (C): -0.2794

---

Here is C63H60NO6P2Pd as an isolated structure in a non-equilibrium geometry from the OMol25 dataset. Energies are from ωB97M-V/def2-TZVPD.

```
! wB97M-V def2-TZVPD RIJCOSX def2/J DEFGRID3
* xyz 1 1
C -0.2558 -0.5284 6.9013
C 1.1184 -0.6832 6.6995
C 1.8216 0.2055 5.8790
C 1.1157 1.2209 5.2451
O 1.7794 1.9626 4.2240
P 2.2087 1.1967 2.8468
O 3.1637 2.2612 2.0927
C 3.4251 3.5888 2.4206
C 4.7696 3.9202 2.5200
C 5.0866 5.1057 3.1835
C 4.0699 5.9487 3.6438
C 2.7272 5.6165 3.4291
C 2.3809 4.4397 2.7608
O 3.3463 0.1127 3.3047
C 4.5769 -0.1449 2.6748
C 5.6059 -0.5993 3.4980
C 6.8955 -0.7156 2.9637
C 7.1490 -0.3841 1.6319
C 6.0873 0.0249 0.8182
C 4.7793 0.0897 1.3191
Pd 0.4706 0.5408 1.5070
P -1.6959 0.8450 2.2092
O -2.2800 0.0157 3.5019
C -3.5411 0.1350 4.1316
C -4.1767 -1.0290 4.5429
C -5.4632 -0.9289 5.0941
C -6.0830 0.3127 5.2249
C -5.4175 1.4673 4.8065
C -4.1024 1.3869 4.3295
O -2.1202 2.4100 2.4378
C -2.8840 3.1981 1.5531
C -3.8984 3.9537 2.1290
C -4.8557 4.5207 1.2828
C -4.7592 4.3717 -0.1012
C -3.6849 3.6539 -0.6444
C -2.6949 3.1113 0.1818
O -2.7691 0.3950 1.0723
C -3.6470 -0.6988 1.0868
C -4.9836 -0.3852 0.8672
C -5.9266 -1.3934 1.0801
C -5.5164 -2.6847 1.4137
C -4.1541 -2.9749 1.5504
C -3.1903 -1.9791 1.3626
C 0.5500 -1.2727 0.3551
C 1.3968 -2.2462 1.0692
C 0.8907 -3.0094 2.1428
C 1.6731 -4.0207 2.7037
C 2.9903 -4.2257 2.2682
C 3.5304 -3.3827 1.2903
C 2.7371 -2.4133 0.6827
C 1.0563 -0.2301 -0.4911
C 0.1272 0.7679 -0.8379
C -0.2569 1.3789 5.3986
C -0.9405 0.4914 6.2411
H -0.7952 -1.2074 7.5579
H 1.6731 -1.4955 7.1736
H 2.8864 0.1016 5.6843
H 5.5093 3.2204 2.1309
H 6.1348 5.3523 3.3421
H 4.3199 6.8657 4.1805
H 1.9253 6.2618 3.7814
H 1.3533 4.1761 2.5020
H 5.3907 -0.8404 4.5350
H 7.7161 -1.0552 3.5952
H 8.1588 -0.4364 1.2212
H 6.2544 0.2971 -0.2248
H 3.9281 0.2945 0.6642
H -3.6789 -1.9877 4.4364
H -5.9785 -1.8286 5.4365
H -7.0818 0.3944 5.6504
H -5.8683 2.4597 4.8594
H -3.4986 2.2621 4.1167
H -3.9519 4.0616 3.2091
H -5.6842 5.0774 1.7213
H -5.5206 4.7978 -0.7554
H -3.6092 3.5018 -1.7216
H -1.8025 2.6251 -0.2227
H -5.2362 0.6322 0.5712
H -6.9857 -1.1562 0.9775
H -6.2539 -3.4713 1.5948
H -3.8207 -3.9801 1.8053
H -2.1161 -2.1733 1.4205
H -0.5026 -1.5352 0.1962
H -0.1172 -2.8073 2.5196
H 1.2535 -4.6720 3.4723
H 3.5928 -5.0373 2.6810
H 4.5665 -3.4951 0.9659
H 3.1455 -1.7872 -0.1123
H 2.0711 -0.2496 -0.8795
H -0.9105 0.4687 -1.0087
H 0.4397 1.7506 -1.1868
H -0.7821 2.1476 4.8311
H -2.0157 0.5983 6.3853
C -1.6649 -5.6366 -7.5544
C -0.2801 -5.6804 -7.5435
C 0.4840 -4.7044 -6.8552
C 1.8991 -4.7529 -6.8383
C 2.6329 -3.7905 -6.1614
C 1.9769 -2.7470 -5.4764
C 0.5961 -2.6618 -5.4517
C -0.0691 -1.5363 -4.6776
C -0.3226 -0.3157 -5.5557
C -1.1127 0.7953 -4.8574
C -0.3698 2.1471 -5.0219
C 1.0237 2.0021 -4.3479
C 1.7812 0.8732 -5.0235
N 0.9469 0.2013 -6.0783
C 0.6443 1.2250 -7.1325
C -0.1430 2.3829 -6.5437
C -0.1948 -3.6420 -6.1527
C -1.6096 -3.6182 -6.1989
C -2.3337 -4.5982 -6.8715
H -2.2415 -6.3936 -8.0842
H 0.2521 -6.4792 -8.0671
H 2.3982 -5.5693 -7.3659
H 3.7196 -3.8329 -6.1464
H 2.5684 -1.9936 -4.9543
H -1.0392 -1.8698 -4.2907
H 0.5610 -1.2288 -3.8241
H -0.8913 -0.6491 -6.4473
H -2.1017 0.8261 -5.3325
H -1.2475 0.5650 -3.7915
H -0.9440 2.9665 -4.5772
H 1.5996 2.9264 -4.4735
H 0.9217 1.8008 -3.2739
H 2.6479 1.2899 -5.5586
H 2.1454 0.1347 -4.2969
H 1.6078 1.5744 -7.5229
H 0.0728 0.7477 -7.9391
H -1.1057 2.4684 -7.0608
H 0.4206 3.3082 -6.6987
H -2.1495 -2.8201 -5.6841
H -3.4210 -4.5650 -6.8736
*
```

The frontier orbital gap comes out at 4.74 eV. The value obtained for the highest occupied orbital energy is -9.38 eV.

Here are the Löwdin charges for atoms 1 to 2, given in e: atom 1 (C): -0.0722, atom 2 (C): -0.0608

---

Here is a 10-piece molecular cluster, C63H62F12IO8PS overall in a non-equilibrium geometry from the OMol25 dataset. Energies are from ωB97M-V/def2-TZVPD.

```
! wB97M-V def2-TZVPD RIJCOSX def2/J DEFGRID3
* xyz 0 1
C -0.3540 -3.4810 -4.1495
C 0.9290 -2.5662 -3.6988
I 2.7269 -3.6612 -4.4415
C 0.9531 -1.0559 -4.4180
O 0.8005 0.0316 -3.4488
P -0.8208 0.6035 -3.2768
O -1.8736 0.0554 -4.3152
O -0.7532 2.3593 -3.5420
C -0.3150 3.0521 -2.3221
C 0.7305 4.2943 -2.5624
C 1.8887 4.0191 -3.6890
S 3.3969 3.0934 -3.0704
O 4.6132 4.0457 -2.7746
O 3.8436 1.9990 -4.1162
O 3.1331 2.2214 -1.6042
O -1.5272 0.3792 -1.6855
C -0.9497 -0.7811 -0.9904
C 0.4763 -0.5018 -0.2317
O 1.0390 -1.8533 0.0988
C 0.3606 0.3577 1.1646
F 0.7594 -0.5227 2.3151
F 1.3952 1.4577 1.1242
F -0.9432 1.0360 1.3557
H -0.3926 -3.6929 -5.3027
H -1.3394 -2.9816 -3.7382
H -0.2606 -4.5422 -3.6095
H 0.9939 -2.5154 -2.5304
H 2.0655 -0.9619 -4.8436
H 0.2571 -1.0067 -5.3560
H 0.1477 2.3669 -1.4947
H -1.2967 3.5356 -1.8460
H 0.0892 5.2533 -2.8476
H 1.2002 4.5414 -1.4933
H 2.2781 5.0932 -4.0337
H 1.4038 3.5092 -4.6277
H 2.2317 1.7862 -1.7595
H -0.8807 -1.6540 -1.7831
H -1.7303 -1.0721 -0.1354
H 1.2941 0.0220 -0.8878
H 2.0308 -1.7787 -0.1342
F 4.4477 -2.6446 8.2154
C 3.7862 -2.1242 7.1732
C 3.8570 -0.7566 6.9317
C 3.1726 -0.2150 5.8436
C 2.4153 -1.0465 5.0148
C 2.3465 -2.4172 5.2684
C 3.0400 -2.9600 6.3499
H 4.4434 -0.1251 7.5911
H 3.2278 0.8518 5.6416
H 1.8781 -0.6231 4.1688
H 1.7531 -3.0618 4.6244
H 3.0047 -4.0245 6.5563
F -0.1968 -1.9160 -6.8504
C -0.8583 -1.3956 -7.8926
C -0.7875 -0.0280 -8.1341
C -1.4720 0.5135 -9.2221
C -2.2292 -0.3180 -10.0510
C -2.2981 -1.6887 -9.7973
C -1.6046 -2.2314 -8.7159
H -0.2012 0.6035 -7.4746
H -1.4167 1.5803 -9.4241
H -2.7665 0.1055 -10.8969
H -2.8914 -2.3333 -10.4414
H -1.6399 -3.2960 -8.5094
F -4.1446 -3.3375 8.6340
C -3.0561 -2.7684 8.0994
C -3.1091 -1.4402 7.6908
C -1.9745 -0.8457 7.1388
C -0.8014 -1.5901 6.9914
C -0.7597 -2.9240 7.3998
C -1.8911 -3.5148 7.9620
H -4.0314 -0.8802 7.8055
H -2.0033 0.1943 6.8234
H 0.0820 -1.1273 6.5567
H 0.1531 -3.5026 7.2803
H -1.8735 -4.5479 8.2931
F 0.6174 7.1423 -3.6786
C 1.5407 8.1083 -3.7728
C 2.6217 7.9402 -4.6311
C 3.5806 8.9480 -4.7334
C 3.4532 10.1092 -3.9672
C 2.3672 10.2665 -3.1048
C 1.4028 9.2634 -3.0112
H 2.7084 7.0278 -5.2121
H 4.4254 8.8295 -5.4073
H 4.2037 10.8931 -4.0440
H 2.2723 11.1694 -2.5065
H 0.5475 9.3730 -2.3526
F 3.0152 -6.4285 5.7120
C 3.8921 -7.1287 6.4438
C 3.6805 -8.4875 6.6497
C 4.5959 -9.2180 7.4072
C 5.7082 -8.5785 7.9600
C 5.9091 -7.2131 7.7518
C 4.9995 -6.4853 6.9851
H 2.8064 -8.9655 6.2194
H 4.4437 -10.2825 7.5675
H 6.4196 -9.1477 8.5545
H 6.7734 -6.7167 8.1865
H 5.1450 -5.4252 6.8058
F -0.4632 5.4656 1.9265
C -1.3706 4.8752 2.7156
C -1.3910 3.4885 2.8161
C -2.3324 2.8736 3.6416
C -3.2508 3.6527 4.3495
C -3.2255 5.0437 4.2381
C -2.2769 5.6587 3.4213
H -0.6753 2.8992 2.2523
H -2.3516 1.7904 3.7331
H -3.9877 3.1725 4.9898
H -3.9439 5.6479 4.7868
H -2.2373 6.7391 3.3300
F 2.0143 -9.4552 8.7404
C 0.7866 -9.0556 9.0978
C 0.2665 -9.4565 10.3236
C -1.0097 -9.0365 10.6984
C -1.7566 -8.2285 9.8376
C -1.2277 -7.8356 8.6072
C 0.0527 -8.2465 8.2376
H 0.8579 -10.0910 10.9755
H -1.4223 -9.3380 11.6580
H -2.7537 -7.9048 10.1285
H -1.8125 -7.2101 7.9371
H 0.4827 -7.9431 7.2888
F -5.0071 6.1884 1.5054
C -5.3098 4.9934 0.9809
C -4.2861 4.1528 0.5577
C -4.6006 2.9064 0.0163
C -5.9372 2.5187 -0.1059
C -6.9578 3.3716 0.3171
C -6.6425 4.6131 0.8687
H -3.2541 4.4744 0.6528
H -3.8073 2.2386 -0.3104
H -6.1823 1.5483 -0.5324
H -7.9975 3.0694 0.2172
H -7.4228 5.2848 1.2108
F -3.0187 1.1439 -12.4950
C -1.9302 1.7130 -13.0297
C -1.9832 3.0411 -13.4382
C -0.8485 3.6356 -13.9903
C 0.3245 2.8912 -14.1377
C 0.3662 1.5573 -13.7292
C -0.7651 0.9665 -13.1671
H -2.9055 3.6011 -13.3236
H -0.8774 4.6756 -14.3056
H 1.2079 3.3540 -14.5724
H 1.2791 0.9788 -13.8488
H -0.7476 -0.0665 -12.8360
*
```

Its SMILES is C[C@@H](I)CO[P@](=O)(OCCCS(=O)(=O)O)OC[C@H](O)C(F)(F)F.Fc1ccccc1.Fc1ccccc1.Fc1ccccc1.Fc1ccccc1.Fc1ccccc1.Fc1ccccc1.Fc1ccccc1.Fc1ccccc1.Fc1ccccc1. The frontier orbital gap comes out at 8.94 eV. For the energy above the lowest of the compared OMol25 structures with the same formula, charge and spin, the calculation gives 8.266 eV. The value obtained for the highest occupied orbital energy is -9.16 eV.

Here are the Löwdin charges for atoms 1 to 2, given in e: atom 1 (C): -0.2024, atom 2 (C): -0.6706